(1)
{"formula": "C33H29BrCsN7O7S", "method": "the ωB97M-V functional and the def2-TZVPD basis", "elements": ["Cs", "O", "C", "C", "N", "C", "C", "O", "O", "C", "C", "O", "O", "H", "H", "H", "H", "H", "H", "H", "H", "H", "N", "C", "C", "C", "C", "C", "N", "C", "C", "C", "C", "C", "N", "H", "H", "H", "H", "H", "H", "H", "H", "H", "N", "C", "C", "C", "C", "C", "C", "N", "C", "C", "C", "S", "C", "N", "H", "H", "H", "H", "H", "H", "H", "Br", "C", "C", "C", "C", "C", "C", "C", "O", "O", "H", "H", "H", "H"], "xyz": [[1.5067, -1.1242, -0.4340], [2.0626, 2.2015, -1.7480], [1.6871, 1.9792, -3.0867], [0.2020, 1.7449, -3.2874], [-0.2617, 0.4890, -2.7130], [-0.1749, -0.5992, -3.6834], [-0.3689, -2.0377, -3.1568], [-0.8143, -2.8469, -3.9868], [0.0039, -2.2488, -1.9692], [-1.6122, 0.5373, -2.1787], [-1.7471, 1.5561, -1.0406], [-1.3250, 3.9134, -1.4655], [-1.3546, 1.2535, 0.0593], [1.3556, 2.6759, -1.2554], [2.2638, 1.1107, -3.4273], [1.9867, 2.8311, -3.7163], [-0.0422, 1.8061, -4.3641], [-0.3155, 2.5774, -2.8097], [0.8196, -0.5750, -4.1431], [-0.8996, -0.4491, -4.5027], [-1.8370, -0.4372, -1.7419], [-2.3632, 0.7460, -2.9691], [0.5418, 4.6255, 1.4708], [1.3079, 3.7343, 2.1755], [1.9937, 4.2128, 3.3161], [2.7476, 3.3370, 4.0519], [2.8328, 2.0019, 3.6532], [2.1474, 1.6447, 2.5070], [1.3996, 2.4745, 1.7713], [-0.5744, 4.3038, 0.6069], [-1.8235, 4.5797, 1.1769], [-3.0986, 4.1182, 0.7263], [-3.4192, 3.3670, -0.3497], [-2.3828, 2.9208, -1.3126], [-0.2092, 3.8593, -0.5686], [0.3465, 5.4660, 1.9937], [1.9114, 5.2557, 3.6004], [3.2729, 3.6854, 4.9354], [3.4288, 1.2725, 4.1811], [2.2384, 0.6291, 2.1348], [-1.7866, 5.0033, 2.1731], [-3.9329, 4.4127, 1.3633], [-4.4544, 3.1456, -0.5781], [-2.8151, 2.8635, -2.3204], [-4.3774, -4.0233, -0.2612], [-4.9140, -3.7038, -1.4974], [-6.0091, -4.1875, -2.2105], [-6.2284, -3.6298, -3.4567], [-5.3818, -2.6349, -3.9814], [-4.2999, -2.1674, -3.2617], [-4.0827, -2.7046, -1.9963], [-3.0731, -2.4009, -1.0877], [-3.2787, -3.2073, -0.0984], [-2.4148, -3.3168, 1.0961], [-2.5022, -4.2695, 2.0589], [-1.2522, -4.0535, 3.1928], [-0.7204, -2.6851, 2.3241], [-1.3993, -2.4080, 1.2556], [-4.7183, -4.7103, 0.3856], [-6.6541, -4.9661, -1.8233], [-7.0648, -3.9775, -4.0507], [-5.5748, -2.2448, -4.9718], [-3.6158, -1.4317, -3.6625], [-3.1931, -5.0924, 2.1353], [0.1440, -2.1160, 2.6400], [6.9343, -2.4572, 0.0224], [6.4901, -1.9147, 1.7977], [7.5469, -1.9177, 2.7033], [7.3368, -1.5648, 4.0259], [6.0511, -1.2318, 4.4402], [5.0158, -1.2583, 3.5230], [5.2041, -1.5807, 2.1765], [3.9746, -1.5026, 1.2505], [4.1935, -1.3061, 0.0469], [2.8654, -1.6118, 1.8331], [8.5334, -2.1974, 2.3588], [8.1672, -1.5553, 4.7211], [5.8558, -0.9564, 5.4694], [3.9984, -1.0314, 3.8142]], "mulliken_charge": [1.18, -0.52, -0.68, -0.89, 0.88, -0.63, 0.04, -0.84, -0.66, 0.70, -0.06, -0.46, -0.67, 0.51, 0.34, 0.28, 0.32, 0.38, 0.31, 0.25, -0.51, 0.18, -0.17, 0.67, -0.87, -0.53, -0.58, -0.33, 0.11, 0.43, -0.88, -0.22, -1.50, 0.76, -0.45, 0.37, 0.33, 0.34, 0.32, 0.47, 0.14, 0.29, 0.34, 0.67, -0.03, 0.11, -1.26, -0.29, -0.76, -0.08, 0.34, -0.01, 0.23, 0.09, -0.46, -0.20, -0.24, -0.09, 0.19, 0.36, 0.35, 0.40, 0.35, 0.31, 0.50, -0.21, 0.28, -0.52, -0.35, -0.69, -0.22, -0.04, 0.87, -0.76, -0.78, 0.37, 0.34, 0.36, 0.40], "homo_lumo_gap_ev": 4.66, "e_lumo_ev": 3.460, "charge": -2, "total_energy_ev": -140880.78498, "e_homo_ev": -1.20}

(2)
{"formula": "C33H29IN3O3PPd", "method": "the ωB97M-V functional and the def2-TZVPD basis", "elements": ["Pd", "C", "C", "N", "C", "C", "C", "O", "C", "C", "N", "C", "C", "C", "C", "C", "C", "I", "C", "O", "H", "H", "H", "H", "H", "H", "H", "H", "H", "H", "H", "H", "O", "N", "C", "C", "C", "C", "C", "C", "C", "P", "C", "C", "C", "C", "C", "C", "C", "C", "C", "C", "C", "C", "H", "H", "H", "H", "H", "H", "H", "H", "H", "H", "H", "H", "H", "H", "H", "H", "H"], "xyz": [[0.6646, -0.5535, 0.0496], [0.1053, -1.6595, 4.6427], [-0.2253, -2.6535, 3.5561], [-0.7527, -3.8314, 4.0035], [-1.0667, -4.7460, 3.0755], [-0.8924, -4.5688, 1.7147], [-1.2970, -5.6636, 0.7795], [-0.1864, -6.4779, 0.4175], [-0.3327, -3.3458, 1.2971], [-0.1127, -3.1460, -0.1615], [-0.3972, -2.0560, -0.8121], [-0.3927, -2.1573, -2.2286], [-1.0340, -3.2380, -2.8694], [-1.0672, -3.3627, -4.2618], [-0.4789, -2.3869, -5.0551], [0.1180, -1.2821, -4.4521], [0.1462, -1.1628, -3.0524], [0.9548, 0.5751, -2.2706], [0.0290, -2.3281, 2.1999], [0.5533, -1.2325, 1.8138], [-0.1673, -2.0586, 5.6257], [-0.4530, -0.7293, 4.4972], [1.1792, -1.4480, 4.6566], [-1.4841, -5.6640, 3.4774], [-1.7567, -5.2649, -0.1302], [-2.0503, -6.3129, 1.2397], [0.6127, -6.0707, 0.8002], [0.2541, -4.0407, -0.6958], [-1.5315, -3.9956, -2.2704], [-1.5613, -4.2165, -4.7163], [-0.5022, -2.4716, -6.1374], [0.5485, -0.5067, -5.0802], [-1.3723, -1.7380, 1.4802], [-1.0833, -0.4232, 1.0977], [-1.8662, 0.3859, 1.7389], [-1.8422, 1.8612, 1.5743], [-2.8878, 2.5498, 2.2158], [-2.9960, 3.9353, 2.1094], [-2.0648, 4.6427, 1.3607], [-1.0196, 3.9667, 0.7259], [-0.8745, 2.5670, 0.8269], [0.5105, 1.7246, -0.0050], [2.0444, 2.4777, 0.6084], [2.1174, 3.2592, 1.7705], [3.3380, 3.7764, 2.2195], [4.5138, 3.5009, 1.5282], [4.4726, 2.6995, 0.3924], [3.2516, 2.1875, -0.0557], [0.3071, 2.3223, -1.7162], [-0.6268, 1.6544, -2.5292], [-0.8414, 2.0428, -3.8542], [-0.1236, 3.1064, -4.3917], [0.8024, 3.7837, -3.6028], [1.0128, 3.3970, -2.2750], [-0.7143, -2.2479, 0.9715], [-2.6128, -0.0194, 2.4465], [-3.6350, 2.0113, 2.7943], [-3.8111, 4.4592, 2.6026], [-2.1471, 5.7228, 1.2644], [-0.3077, 4.5545, 0.1491], [1.2303, 3.4704, 2.3613], [3.3677, 4.3844, 3.1202], [5.4618, 3.8961, 1.8828], [5.3882, 2.4619, -0.1423], [3.2527, 1.5474, -0.9373], [-1.1996, 0.8169, -2.1324], [-1.5683, 1.5112, -4.4626], [-0.2863, 3.4079, -5.4229], [1.3641, 4.6161, -4.0185], [1.7354, 3.9586, -1.6886], [2.2876, -0.1743, 0.3400]], "mulliken_charge": [-0.75, -1.12, 0.62, -0.59, -1.07, -0.19, -0.13, -0.51, -0.31, -1.26, -0.15, 0.22, -0.20, -0.91, -0.73, -0.88, 0.38, 0.39, 1.08, -0.63, 0.40, 0.28, 0.33, 0.47, 0.12, 0.43, 0.40, 1.15, 0.50, 0.44, 0.43, 0.46, -0.39, 0.59, -0.48, 0.73, -0.93, -0.78, -0.75, -0.39, -0.22, 2.61, 0.64, -0.66, -0.76, -0.55, -0.90, -0.36, 1.07, -0.38, -0.93, -0.57, -0.91, -0.66, 1.51, 0.39, 0.46, 0.42, 0.47, 0.43, 0.42, 0.44, 0.42, 0.44, 0.20, 0.47, 0.56, 0.47, 0.49, 0.50, 0.20], "homo_lumo_gap_ev": [5.32, 6.14], "e_lumo_ev": [-6.490, -7.887], "charge": 2, "total_energy_ev": -66136.97588, "spin_multiplicity": 5, "e_homo_ev": [-11.81, -14.03]}

(3)
{"formula": "C33H29N3O3", "method": "the ωB97M-V functional and the def2-TZVPD basis", "elements": ["C", "N", "C", "C", "C", "C", "C", "C", "C", "C", "C", "C", "C", "C", "C", "C", "C", "N", "C", "C", "C", "C", "C", "C", "C", "C", "C", "C", "C", "H", "H", "H", "H", "H", "H", "H", "H", "H", "H", "H", "H", "H", "H", "H", "H", "H", "H", "H", "H", "H", "H", "H", "H", "H", "O", "C", "C", "N", "O", "O", "C", "C", "C", "C", "H", "H", "H", "H"], "xyz": [[3.1377, -0.4349, -4.8298], [3.4324, -1.7831, -4.3261], [4.8061, -2.1235, -4.1996], [5.7254, -1.3654, -3.4301], [7.0552, -1.7809, -3.3289], [7.5028, -2.8839, -4.0756], [6.6194, -3.5887, -4.9138], [5.2799, -3.2181, -4.9646], [2.4044, -2.4308, -3.5637], [1.3480, -3.1402, -4.1841], [0.3076, -3.6568, -3.4260], [0.2807, -3.5289, -2.0008], [-0.7080, -4.2232, -1.2091], [-1.0840, -3.8155, 0.1129], [-1.7419, -4.7509, 0.9860], [-1.9575, -4.4381, 2.3186], [-1.6991, -3.1455, 2.8439], [-1.8270, -2.8639, 4.2162], [-2.4853, -1.6260, 4.6582], [-0.9874, -3.4917, 5.1776], [0.0779, -2.7729, 5.7752], [0.8435, -3.3499, 6.7895], [0.5144, -4.6275, 7.2702], [-0.5386, -5.3538, 6.6881], [-1.2675, -4.8006, 5.6275], [-1.2314, -2.1526, 1.9391], [-0.9501, -2.4638, 0.6088], [1.3376, -2.7668, -1.4099], [2.3867, -2.2700, -2.1661], [2.0875, -0.4146, -5.1478], [3.3226, 0.3057, -4.0407], [3.7951, -0.2264, -5.6850], [5.3832, -0.4681, -2.9127], [7.7469, -1.2267, -2.6888], [8.5503, -3.2062, -3.9882], [6.9825, -4.4116, -5.5329], [4.5779, -3.7317, -5.6226], [1.3835, -3.2575, -5.2770], [-0.5059, -4.1988, -3.9430], [-1.0255, -5.1946, -1.6211], [-2.0609, -5.7445, 0.6051], [-2.4085, -5.1787, 2.9823], [-2.8486, -1.7753, 5.6829], [-1.7852, -0.7841, 4.6539], [-3.3366, -1.4349, 4.0004], [0.2957, -1.7610, 5.4258], [1.6785, -2.7930, 7.2272], [1.1088, -5.0710, 8.0777], [-0.8033, -6.3442, 7.0771], [-2.0939, -5.3548, 5.1754], [-1.0569, -1.1307, 2.3129], [-0.6387, -1.6454, -0.0698], [1.3383, -2.5823, -0.3306], [3.2120, -1.7175, -1.7043], [-2.7776, -4.5537, -1.8355], [-3.8122, -5.2127, -2.1153], [-5.1282, -4.6571, -1.8370], [-5.1060, -3.2259, -1.7125], [-4.0383, -2.5679, -1.8444], [-6.2145, -2.6543, -1.5019], [-6.2774, -5.4562, -1.7377], [-6.1822, -6.8107, -2.0363], [-4.9749, -7.3456, -2.5215], [-3.8561, -6.5464, -2.6291], [-7.2069, -5.0305, -1.3694], [-7.0340, -7.4686, -1.9377], [-4.9240, -8.3909, -2.8364], [-2.9156, -6.9157, -3.0072]], "mulliken_charge": [-0.95, 0.35, -0.18, -0.02, -0.69, -0.34, -0.61, -0.13, 0.06, -0.52, -0.56, 0.19, -0.18, 0.85, -0.64, -0.55, 0.57, 0.34, -1.09, -0.01, 0.01, -0.73, -0.35, -0.66, -0.16, -0.15, -0.89, -0.80, -0.51, 0.36, 0.33, 0.30, 0.32, 0.34, 0.35, 0.35, 0.39, 0.42, 0.44, 0.33, 0.36, 0.25, 0.32, 0.40, 0.37, 0.32, 0.34, 0.36, 0.35, 0.33, 0.31, 0.71, 0.54, 0.39, -0.47, 0.55, -0.16, 0.94, -0.57, -0.68, -0.49, -0.41, -0.45, -0.72, 0.43, 0.37, 0.35, 0.37], "homo_lumo_gap_ev": 4.95, "e_lumo_ev": -1.968, "total_energy_ev": -45297.33167, "e_homo_ev": -6.91}